Entry 1:
A molecular structure, C38H30BClF9N10O7SY at a distorted geometry, computed with ωB97M-V with the def2-TZVPD basis set.

Last column: Mulliken charge in e.
Positions of all 98 atoms, in Å:
Y 0.1784 -0.1243 -0.4047  -0.4940
C 0.8255 -3.6205 -1.7417  -1.4458
C 1.9935 -2.9399 -1.1095  0.3398
C 3.2841 -3.4531 -0.9290  -1.8454
C 3.9906 -2.4343 -0.3322  -0.0673
N 3.1688 -1.3838 -0.1686  0.2103
N 1.9339 -1.6973 -0.6382  1.3355
B 3.5868 0.0697 0.2158  0.5949
N 3.2430 0.9945 -0.9881  0.7295
C 3.9435 2.0105 -1.5209  -0.1430
C 3.2184 2.5343 -2.5666  -1.9376
C 2.0345 1.7838 -2.5951  0.9937
C 0.8599 1.9527 -3.4992  -1.3686
N 2.0570 0.8683 -1.6319  0.3190
N 2.7923 0.5865 1.4363  0.3958
C 3.2091 1.1413 2.5855  0.0696
C 2.1066 1.6059 3.2648  -2.1353
C 1.0143 1.2962 2.4451  0.7179
C -0.4188 1.6418 2.6808  -1.1906
N 1.4404 0.6731 1.3490  0.7425
N 5.0995 0.0612 0.4316  0.5936
C 6.0347 -0.0357 -0.5449  -0.3778
C 7.2478 -0.2621 0.0511  -1.3619
C 6.9599 -0.3060 1.4330  0.7297
C 7.8937 -0.5414 2.5761  -1.2911
N 5.6694 -0.1218 1.6472  -1.2375
H 1.0203 -4.6895 -1.8139  0.4918
H -0.0850 -3.4719 -1.1632  0.0799
H 0.6566 -3.2262 -2.7446  0.2080
H 3.6326 -4.4378 -1.1874  0.4734
H 5.0178 -2.3953 -0.0122  0.4908
H 4.9046 2.2937 -1.1288  0.6602
H 3.4911 3.3479 -3.2165  0.4687
H 1.1668 2.4268 -4.4306  0.4799
H 0.4039 0.9908 -3.7247  0.1374
H 0.1078 2.5878 -3.0254  0.0916
H 4.2543 1.1429 2.8397  0.6677
H 2.0831 2.0964 4.2228  0.5003
H -0.6779 1.4721 3.7246  0.4366
H -0.5864 2.6977 2.4561  0.4143
H -1.0936 1.0508 2.0634  -0.2750
H 5.7663 0.0359 -1.5850  0.5972
H 8.2053 -0.3797 -0.4274  0.4064
H 8.8187 0.0217 2.4494  0.3468
H 7.4181 -0.2378 3.5069  0.3522
H 8.1534 -1.5985 2.6572  0.2304
O -2.9813 -2.7356 -5.6220  -0.5804
C -4.0091 -2.6680 -4.8010  0.5496
O -5.0920 -3.1023 -5.1161  -0.6282
C -3.8001 -2.0108 -3.4684  -0.3402
C -4.8205 -1.8244 -2.5530  -0.2768
Cl -6.4275 -2.3785 -2.6081  -0.1513
N -4.3143 -1.1684 -1.4788  0.2332
N -3.0014 -0.9636 -1.6176  0.7124
C -2.6685 -1.4356 -2.7994  0.2867
C -1.2376 -1.2590 -3.2185  0.1314
O -0.9068 -1.5231 -4.3796  -1.0177
O -0.4237 -0.8443 -2.3390  -0.4502
C -4.9846 -0.6334 -0.3369  -1.2115
C -6.2502 -0.0753 -0.4599  -0.2018
C -6.8610 0.4730 0.6554  -0.8779
C -6.2073 0.4838 1.8787  -0.6296
C -4.9259 -0.0371 1.9776  -0.5372
C -4.3047 -0.5924 0.8698  0.9831
H -2.1651 -2.3254 -5.2149  0.3962
H -6.7435 -0.0342 -1.4189  0.4673
H -7.8464 0.9105 0.5603  0.3711
H -6.6889 0.9139 2.7475  0.4045
H -4.3994 -0.0148 2.9202  0.4992
H -3.2880 -0.9599 0.9186  0.2305
O 0.2650 2.5121 -0.3037  -0.5356
C -0.9767 2.5023 -0.3747  1.3332
O -1.6123 1.4074 -0.5519  -0.2170
C -1.7798 3.7414 -0.2425  -1.0372
C -1.1581 4.9430 0.0788  -0.5582
C -1.9006 6.0993 0.2334  -0.7815
C -3.2827 6.0416 0.0712  -0.4807
C -3.9111 4.8507 -0.2435  -0.7647
C -3.1632 3.6797 -0.4163  1.2758
S -3.9487 2.1880 -0.8268  -0.2698
H -0.0826 4.9361 0.2000  0.4796
H -1.4191 7.0371 0.4768  0.3937
H -3.8784 6.9363 0.2054  0.3541
H -4.9873 4.8131 -0.3566  0.4431
F -1.5366 -4.6269 2.5247  -0.2952
C -1.7809 -3.4518 1.9224  0.1946
F -1.8607 -3.6833 0.6109  -0.1958
F -3.0008 -3.0571 2.3208  -0.2675
C -0.6966 -2.3439 2.2130  1.0521
O -0.7638 -1.3845 1.2885  2.0716
C 0.6970 -3.0638 2.3074  -0.3050
F 1.6944 -2.1891 2.2186  -0.2592
F 0.8421 -3.9487 1.3115  -0.2785
F 0.8634 -3.7369 3.4599  -0.3007
C -1.0031 -1.7562 3.6337  0.1139
F 0.0669 -1.1289 4.1373  -0.2668
F -1.9883 -0.8568 3.5687  -0.0944
F -1.3742 -2.6825 4.5310  -0.3006

Output
* spin multiplicity: 2
* total charge: -1
* ⟨S²⟩: 0.75
* energy relative to the best compared isomer or geometry (same formula, charge and spin): 13.6 kcal per mole


Entry 2:
A molecular structure, C38H30BrN5ORu, computed with ωB97M-V with the def2-TZVPD basis set.

Last column: Mulliken charge in e.
Positions of all 76 atoms, in Å:
Ru -0.3597 0.2362 0.0382  -1.1171
O 3.3906 -1.0480 -0.6915  -0.6960
C 2.2493 -0.6301 -0.7190  -0.2045
N 1.4402 -0.4085 0.3383  0.6484
C 1.9024 -0.5316 1.7030  -1.4517
C 0.6765 -0.6990 2.5672  0.6016
C 0.7010 -1.2921 3.8196  -1.0752
C -0.4684 -1.3941 4.5508  -0.5328
C -1.6461 -0.8955 4.0120  -1.2636
C -1.6024 -0.3246 2.7572  -0.2875
N -0.4727 -0.2269 2.0493  1.1391
C 1.5622 -0.2998 -2.0361  0.8725
C 2.2586 -0.3814 -3.2244  -1.0448
C 1.6057 -0.0570 -4.4028  -0.5579
C 0.2733 0.3220 -4.3504  -0.8860
C -0.3585 0.3777 -3.1203  -0.3269
N 0.2696 0.0775 -1.9834  0.8619
H 2.4050 0.3991 1.9986  0.2605
H 2.6185 -1.3445 1.8339  0.6772
H 1.6375 -1.6730 4.2035  0.5912
H -0.4640 -1.8588 5.5275  0.4493
H -2.5840 -0.9516 4.5454  0.5359
H -2.4932 0.0748 2.2877  0.5628
H 3.2944 -0.6891 -3.1867  0.5719
H 2.1270 -0.1005 -5.3496  0.4643
H -0.2748 0.5793 -5.2454  0.4945
H -1.3967 0.6729 -3.0385  0.3289
Br 0.0934 -6.8649 2.4052  -0.1480
C -0.4559 -5.2489 1.6045  0.0682
C -1.7227 -4.7527 1.8688  -0.8634
C -2.1226 -3.5578 1.2930  -0.1148
C -1.2510 -2.8669 0.4567  -0.2150
C 0.0250 -3.3660 0.2085  0.0177
C 0.4199 -4.5658 0.7723  -0.7816
N -1.6139 -1.6178 -0.1132  0.6128
C -2.8060 -1.4281 -0.5279  -0.9935
C -3.2240 -0.0717 -0.8668  0.7222
C -4.4721 0.1891 -1.4112  -0.9344
C -4.8110 1.5011 -1.7014  -0.5825
C -3.8854 2.4948 -1.4379  -0.8434
C -2.6579 2.1601 -0.8843  -0.4319
N -2.3239 0.9001 -0.5884  1.0976
H -2.3882 -5.2901 2.5297  0.4294
H -3.0961 -3.1494 1.5335  0.5194
H 0.6995 -2.8200 -0.4343  0.3166
H 1.4037 -4.9664 0.5716  0.4957
H -3.5340 -2.2337 -0.6065  0.5925
H -5.1572 -0.6247 -1.6056  0.5382
H -5.7766 1.7380 -2.1264  0.4524
H -4.1004 3.5335 -1.6457  0.5043
H -1.9181 2.9119 -0.6529  0.4933
C -0.5135 6.7819 3.0451  -0.4684
C -1.1016 5.7593 3.7748  -0.6724
C -1.1336 4.4730 3.2609  -0.5438
C -0.5644 4.1736 2.0216  0.1258
C 0.0060 5.2177 1.2888  0.1146
C 0.0307 6.5058 1.7979  -0.9080
C -0.6502 2.7807 1.5364  -0.6926
C 0.1185 2.1294 0.6546  1.3022
C 1.3949 2.6800 0.1352  0.0917
C 2.4231 2.9906 1.0298  0.0260
C 3.6422 3.4658 0.5740  -1.0646
C 3.8567 3.6505 -0.7849  -0.5566
C 2.8401 3.3598 -1.6831  -1.0173
C 1.6247 2.8702 -1.2277  0.1109
H -0.4879 7.7888 3.4401  0.3968
H -1.5389 5.9644 4.7433  0.3997
H -1.6009 3.6789 3.8333  0.4040
H 0.4279 5.0274 0.3110  0.4549
H 0.4762 7.3016 1.2149  0.4132
H -1.4999 2.2461 1.9605  0.2879
H 2.2506 2.8637 2.0924  0.4820
H 4.4270 3.6981 1.2823  0.4249
H 4.8084 4.0218 -1.1405  0.4303
H 2.9945 3.5144 -2.7438  0.4605
H 0.8344 2.6637 -1.9378  0.4304

Output
* spin multiplicity: 2
* total charge: +1
* E_tot: -4483.8569 a.u.
* ⟨S²⟩: 0.76


Entry 3:
A molecular structure, C38H30FeN5STe at a distorted geometry, computed with ωB97M-V with the def2-TZVPD basis set.

Last column: Mulliken charge in e.
Positions of all 76 atoms, in Å:
Fe -0.5518 -0.0326 0.0181  0.4915
N 6.7348 0.3534 1.0723  0.0397
C 8.0202 0.1942 0.6190  0.7410
C 9.2570 0.2393 1.2526  -1.0029
C 10.3648 0.0517 0.4524  -0.4229
C 10.2523 -0.1775 -0.9299  -0.4956
C 9.0284 -0.2264 -1.5575  -0.7789
C 7.8885 -0.0302 -0.7700  0.5694
N 6.5676 -0.0036 -1.1208  -0.5664
C 5.9052 0.2237 -0.0134  -0.4593
C 4.4588 0.3125 0.0205  1.1575
C 3.7471 0.1732 -1.1777  -0.5811
C 2.3759 0.2345 -1.1559  -1.2547
N 1.6748 0.4286 -0.0264  1.2629
C 2.3488 0.5711 1.1205  -1.0926
C 3.7238 0.5237 1.1912  -0.5874
H 6.4724 0.5224 2.0261  0.1691
H 9.3501 0.4127 2.3168  0.3877
H 11.3479 0.0817 0.9024  0.3979
H 11.1534 -0.3181 -1.5110  0.3989
H 8.9329 -0.4147 -2.6180  0.4467
H 4.2925 0.0189 -2.0976  0.5872
H 1.7976 0.1270 -2.0658  0.5403
H 1.7514 0.7354 2.0113  0.4060
H 4.2069 0.6591 2.1487  0.3518
Te -0.4583 2.5160 -0.1811  -0.1987
C 1.2635 3.7578 -0.2393  0.2726
C 1.8226 4.1152 -1.4578  -0.2884
C 2.9151 4.9699 -1.4771  -0.6200
C 3.4403 5.4564 -0.2881  -0.5031
C 2.8768 5.0881 0.9264  -0.6412
C 1.7857 4.2332 0.9561  -0.2238
C -1.8711 4.1101 -0.0674  0.2399
C -2.2251 4.6100 1.1789  -0.2727
C -3.0732 5.7052 1.2501  -0.6010
C -3.5637 6.2862 0.0888  -0.4791
C -3.2068 5.7736 -1.1506  -0.5945
C -2.3585 4.6795 -1.2367  -0.3889
H 1.4088 3.7458 -2.3876  0.4268
H 3.3527 5.2626 -2.4221  0.4379
H 4.2873 6.1289 -0.3069  0.4395
H 3.2844 5.4720 1.8521  0.4383
H 1.3396 3.9545 1.9032  0.3960
H -1.8330 4.1620 2.0836  0.4041
H -3.3461 6.1078 2.2167  0.4168
H -4.2219 7.1422 0.1507  0.4151
H -3.5835 6.2299 -2.0566  0.4141
H -2.0673 4.2893 -2.2035  0.4122
C -3.1339 -4.0078 -2.1932  -0.6749
C -2.7933 -2.7024 -2.5949  -0.7753
C -1.7611 -2.0422 -1.9844  -0.3724
C -1.0392 -2.6470 -0.9270  0.8669
C -0.0179 -1.9762 -0.1991  0.1236
C 0.7750 -2.6281 0.7088  0.0161
C 0.4919 -3.9677 1.0283  -0.8927
C -0.5390 -4.6273 0.4088  -0.7925
C -1.3369 -3.9946 -0.5729  0.6145
C -2.4108 -4.6456 -1.2224  -0.7952
H -3.9553 -4.5172 -2.6788  0.4269
H -3.3363 -2.2389 -3.4095  0.4767
H -1.4456 -1.0592 -2.3355  0.7017
H 1.5921 -2.1229 1.2114  0.3911
H 1.0976 -4.4692 1.7713  0.4316
H -0.7301 -5.6671 0.6441  0.4404
H -2.6514 -5.6654 -0.9487  0.4428
S -1.5780 -0.1755 2.3126  -0.4084
C -2.9658 0.0028 1.3778  0.2187
N -4.2101 -0.1597 1.9071  0.0244
C -5.3277 -0.0248 1.1632  -0.1676
C -5.2066 0.2777 -0.1649  -0.8482
C -3.9220 0.4338 -0.6782  -0.1276
N -2.8318 0.3034 0.0705  0.3519
H -4.2760 -0.3753 2.8948  0.2908
H -6.2738 -0.1738 1.6643  0.4366
H -6.0793 0.3951 -0.7882  0.4690
H -3.7552 0.6840 -1.7189  0.5233

Output
* spin multiplicity: 6
* total charge: +2
* E_tot: -3669.2089 a.u.
* ⟨S²⟩: 8.78


Entry 4:
A molecular structure, C38H31Cl2N4O5PRhS2, computed with ωB97M-V with the def2-TZVPD basis set.

Last column: Mulliken charge in e.
Positions of all 84 atoms, in Å:
Rh 0.4784 -0.2202 1.3824  0.1916
Cl 2.7074 -0.2763 2.9733  -0.1483
C 2.3882 0.8087 4.2678  0.7855
C 3.4479 1.1941 5.0471  -0.8780
C 3.2204 2.0392 6.1267  -0.4032
C 1.9419 2.4878 6.4381  -0.6287
C 0.8747 2.1032 5.6585  0.1093
Cl -0.6839 2.6969 6.0717  -0.1706
C 1.0589 1.2558 4.5221  0.3080
S -0.2710 0.8244 3.5554  -0.0467
H 4.4447 0.8429 4.8133  0.4726
H 4.0573 2.3520 6.7395  0.3965
H 1.7737 3.1399 7.2839  0.4548
N -0.5001 -2.0302 2.8852  -0.0207
C -0.9144 -3.2720 2.2843  0.1237
C -0.9083 -4.4543 3.0116  -0.6865
C -1.3735 -5.6204 2.4286  -0.6655
C -1.8650 -5.5968 1.1291  -0.8152
C -1.8498 -4.4167 0.4036  -0.5759
C -1.3555 -3.2377 0.9679  -0.2286
P -1.1223 -1.6997 0.0023  2.0029
C -2.7053 -0.8011 0.1207  0.8106
C -2.9781 0.2520 -0.7531  -0.5269
C -4.1057 1.0405 -0.5742  -0.8213
C -4.9700 0.7950 0.4855  -0.7997
C -4.7088 -0.2501 1.3590  -0.8297
C -3.5826 -1.0455 1.1760  -0.9690
C -1.0462 -2.4028 -1.6785  0.4443
C 0.0940 -3.1327 -2.0149  -0.0545
C 0.1630 -3.8013 -3.2227  -0.9018
C -0.9031 -3.7466 -4.1146  -0.6523
C -2.0396 -3.0285 -3.7834  -0.8033
C -2.1157 -2.3593 -2.5643  -0.3633
H 0.0486 -2.1838 3.7220  0.2810
H -1.3245 -1.5076 3.1588  0.4065
H -0.5504 -4.4559 4.0363  0.4246
H -1.3659 -6.5447 2.9937  0.4151
H -2.2439 -6.5030 0.6729  0.4535
H -2.2073 -4.4174 -0.6181  0.4771
H -2.3048 0.4589 -1.5787  0.8850
H -4.3120 1.8458 -1.2693  0.5022
H -5.8492 1.4117 0.6255  0.4267
H -5.3901 -0.4593 2.1757  0.4575
H -3.4074 -1.8839 1.8447  0.4579
H 0.9264 -3.1777 -1.3236  0.5521
H 1.0511 -4.3685 -3.4729  0.4628
H -0.8477 -4.2695 -5.0615  0.4034
H -2.8799 -2.9912 -4.4662  0.4528
H -3.0246 -1.8329 -2.3120  0.4476
O -2.2261 3.0963 -5.7413  -0.5387
C -1.4440 4.0637 -5.0760  -0.5448
N -1.5214 3.9516 -3.6347  -0.1349
C -0.5847 3.2611 -2.9243  0.2121
O 0.3711 2.7119 -3.4380  -0.6475
C -0.7909 3.2145 -1.4360  -0.0452
C -1.2665 4.2763 -0.6859  -0.3282
C -1.3960 4.1091 0.6821  -1.1707
C -1.0508 2.8921 1.2397  -0.3930
N -0.5733 1.8601 0.5304  1.5711
C -0.4419 2.0422 -0.7892  -1.1263
H -1.7474 2.2608 -5.7365  0.3363
H -1.8302 5.0326 -5.3726  0.3590
H -0.3943 3.9881 -5.3417  0.3519
H -2.3687 4.2435 -3.1783  0.2568
H -1.5076 5.2242 -1.1538  0.6160
H -1.7522 4.9088 1.3178  0.4956
H -1.1719 2.7547 2.3060  0.2493
H -0.0271 1.2284 -1.3686  0.7209
O 3.5691 2.3652 0.9984  -0.7196
C 3.3325 1.4687 0.2184  -0.4474
N 2.1408 0.7704 0.1449  0.1316
S 2.2381 -0.4850 -0.8469  1.6947
O 2.1747 -1.6815 0.0087  -0.6838
O 1.2485 -0.4372 -1.8927  -0.5955
C 3.8384 -0.1598 -1.4832  0.0934
C 4.5502 -0.7895 -2.4859  -0.7135
C 5.7963 -0.2584 -2.7961  -0.6204
C 6.2883 0.8590 -2.1214  -0.5066
C 5.5482 1.4782 -1.1201  -0.6212
C 4.3105 0.9535 -0.8097  0.2712
H 4.1545 -1.6514 -3.0105  0.5073
H 6.3903 -0.7179 -3.5755  0.4182
H 7.2620 1.2526 -2.3885  0.4097
H 5.9116 2.3516 -0.5939  0.5263

Output
* spin multiplicity: 5
* total charge: +1
* ⟨S²⟩: 6.03
* energy relative to the best compared isomer or geometry (same formula, charge and spin): 18.4 kcal per mole


Entry 5:
A molecular structure, C38H31FeN7O6S, computed with ωB97M-V with the def2-TZVPD basis set.

Last column: Mulliken charge in e.
Positions of all 84 atoms, in Å:
Fe -0.7357 0.5138 -0.3602  0.3349
O 4.0546 3.6253 3.7206  -0.7225
C 4.0881 3.6732 2.4819  0.4224
O 4.8975 4.1605 1.6792  -0.7211
C 2.8824 2.9652 1.7976  -0.4058
C 1.9041 2.3415 2.5611  -0.8715
C 0.8739 1.6753 1.9233  0.7387
N 0.7958 1.6300 0.5884  0.1944
C 1.7192 2.2428 -0.1581  1.3321
C 2.7820 2.9166 0.4130  -1.0007
C 1.5067 2.1091 -1.6281  0.2324
C 2.2344 2.8340 -2.5598  -1.0746
C 1.9614 2.6553 -3.9059  -0.3908
C 0.9736 1.7597 -4.2850  -0.9320
C 0.2927 1.0769 -3.2928  -0.2053
N 0.5503 1.2442 -1.9989  0.4154
C -0.1797 0.8973 2.6369  0.1437
C -0.2921 0.8623 4.0197  -0.6508
C -1.2515 0.0424 4.5898  -0.7565
C -2.0541 -0.7382 3.7720  -0.9422
C -1.8812 -0.6421 2.4028  -0.1032
N -0.9874 0.1732 1.8472  0.5391
H 2.0171 2.3923 3.6356  0.6182
H 3.5648 3.3978 -0.1573  0.5707
H 2.9909 3.5324 -2.2343  0.4250
H 2.5119 3.2145 -4.6505  0.4453
H 0.7283 1.5941 -5.3240  0.4036
H -0.4908 0.3697 -3.5382  0.4820
H 0.3601 1.4627 4.6364  0.4928
H -1.3615 0.0054 5.6656  0.4499
H -2.8008 -1.4080 4.1729  0.4851
H -2.4666 -1.2473 1.7216  0.3773
C -2.5736 -5.6779 3.6446  -1.3162
C -3.4445 -4.7359 2.8592  0.9692
C -3.3550 -4.6942 1.4692  -0.0803
C -4.1291 -3.8089 0.7345  -0.5900
C -5.0039 -2.9594 1.3979  -0.1953
C -5.1243 -2.9964 2.7791  -0.6908
C -4.3461 -3.8876 3.5000  -0.9231
S -5.9311 -1.7762 0.4728  1.5279
O -7.1822 -1.5007 1.1159  -0.7684
O -5.9355 -2.1896 -0.9070  -0.6804
N -4.9556 -0.4686 0.7111  0.1626
C -5.3355 0.7642 0.0018  -0.9140
C -4.5952 0.9190 -1.3365  -0.6440
C -3.1072 0.8641 -1.1047  0.7451
O -2.3869 1.8809 -1.0685  -0.6150
O -2.5850 -0.2919 -0.8461  -0.4000
H -2.5455 -6.6651 3.1833  0.3174
H -2.9242 -5.7833 4.6704  0.4182
H -1.5441 -5.3112 3.6764  0.1889
H -2.6729 -5.3691 0.9658  0.4474
H -4.0758 -3.7747 -0.3461  0.4901
H -5.8274 -2.3377 3.2725  0.4561
H -4.4427 -3.9307 4.5787  0.3803
H -4.0119 -0.7341 0.4283  -0.2543
H -5.1064 1.6112 0.6498  0.4231
H -6.4126 0.7638 -0.1635  0.3976
H -4.8530 1.8747 -1.7892  0.4120
H -4.8810 0.1027 -2.0000  0.2975
N 1.4936 -5.9999 1.9343  -0.0005
C 1.2080 -7.3195 2.2188  0.6652
C 1.8389 -8.2688 3.0172  -1.1187
C 1.2486 -9.5146 3.0742  -0.4071
C 0.0729 -9.8084 2.3618  -0.5622
C -0.5436 -8.8634 1.5701  -0.7256
C 0.0391 -7.5972 1.4989  0.4460
N -0.3650 -6.4758 0.7978  -0.4241
C 0.5199 -5.5584 1.0782  -0.3947
C 0.4467 -4.1834 0.5740  1.3589
C 1.2455 -3.1547 1.0636  -1.0747
C 1.0422 -1.8703 0.5955  -0.5061
N 0.1042 -1.5643 -0.3016  0.1064
C -0.6370 -2.5588 -0.8006  -0.6736
C -0.4930 -3.8725 -0.4025  -0.5344
H 2.2891 -5.4799 2.2583  0.1859
H 2.7431 -8.0469 3.5683  0.4049
H 1.7007 -10.2861 3.6831  0.3896
H -0.3511 -10.8005 2.4387  0.3962
H -1.4459 -9.0843 1.0156  0.4713
H 1.9979 -3.3178 1.8234  0.3751
H 1.6330 -1.0443 0.9760  0.5168
H -1.3958 -2.2749 -1.5179  0.6213
H -1.1168 -4.6496 -0.8195  0.5967

Output
* spin multiplicity: 5
* E_tot: -3963.4726 a.u.
* ⟨S²⟩: 6.01